1.
Molecular formula: C3H6N2O2P
Method: DFT, ωB97M-V/def2-TZVPD

Cartesian coordinates (Å):
O  1.206  1.272  -0.919
C  0.788  0.131  -1.365
O  1.366  -0.516  -2.276
C  -0.510  -0.443  -0.626
C  0.079  -0.995  0.743
N  0.782  0.140  1.358
P  -0.185  1.518  1.003
N  -1.413  0.660  -0.323
H  -0.797  -1.355  -1.219
H  -0.792  -1.352  1.231
H  0.630  -1.862  0.347
H  1.674  0.171  0.923
H  -1.257  1.212  2.074
H  -1.572  1.420  -0.953

As for the charge: -1. For the relative energy (zero: lowest compared OMol25 entry of this formula, charge and spin), the calculation gives 235.7 kJ/mol. The HOMO-LUMO gap comes out at 8.416 eV. The LUMO energy is 4.3 eV.

2.
Molecular formula: C9H5N5RhS5
Method: DFT, ωB97M-V/def2-TZVPD

Cartesian coordinates (Å):
Rh  0.286  0.427  -0.161
N  -1.723  -1.637  -3.255
C  -0.925  -0.608  -2.971
N  -0.709  -0.600  -1.670
C  -1.418  -1.674  -1.209
N  -2.048  -2.328  -2.146
C  -1.396  -1.961  0.221
C  -2.070  -3.015  0.816
N  -2.011  -3.224  2.125
C  -1.279  -2.381  2.839
C  -0.597  -1.319  2.258
N  -0.654  -1.105  0.947
H  -2.080  -1.927  -4.152
H  -0.537  0.086  -3.698
H  -2.663  -3.694  0.217
H  -1.225  -2.544  3.907
H  -0.005  -0.641  2.857
S  4.582  6.085  0.851
C  3.621  4.820  0.625
S  3.019  4.347  -0.961
C  2.103  2.978  -0.447
C  2.130  2.701  0.969
S  1.291  1.420  1.564
S  3.074  3.780  1.934
S  1.234  2.013  -1.460

As for the charge: +1. The HOMO-LUMO gap (alpha / beta) comes out at 6.337 / 5.911 eV. The LUMO energy (alpha / beta) is -5.6 / -5.3 eV.

3.
Molecular formula: C9H22BCl7O2Si
Method: DFT, ωB97M-V/def2-TZVPD

Cartesian coordinates (Å):
C  1.778  -3.298  0.870
C  0.853  -2.116  1.133
O  -0.122  -1.964  0.102
Si  -1.594  -2.683  0.223
Cl  -2.884  -1.420  1.244
B  -1.627  -4.459  1.234
C  -1.822  -4.514  2.784
O  -1.563  -5.642  0.545
H  2.206  -3.663  1.805
H  1.223  -4.122  0.417
H  2.582  -3.019  0.191
H  0.388  -2.184  2.122
H  1.437  -1.194  1.137
H  -2.112  -2.777  -1.156
H  -1.385  -3.644  3.280
H  -2.894  -4.468  3.017
H  -1.426  -5.432  3.220
H  -1.027  -5.625  -0.258
Cl  -2.576  3.961  -1.727
C  -3.800  3.114  -0.744
C  -3.358  1.709  -0.428
Cl  -3.314  0.678  -1.880
H  -4.737  3.131  -1.295
H  -3.919  3.677  0.179
H  -4.050  1.246  0.274
H  -2.362  1.703  0.008
Cl  3.183  1.434  -2.831
C  1.787  2.549  -2.730
C  0.569  2.013  -3.431
Cl  0.770  1.960  -5.204
H  2.101  3.505  -3.140
H  1.559  2.666  -1.673
H  -0.276  2.665  -3.222
H  0.330  1.007  -3.095
Cl  1.282  2.438  1.174
C  3.055  2.438  0.949
C  3.678  3.736  1.392
Cl  3.220  5.088  0.322
H  3.257  2.244  -0.102
H  3.451  1.615  1.540
H  4.762  3.649  1.353
H  3.376  3.998  2.403

As for the charge: 0. For the relative energy (zero: lowest compared OMol25 entry of this formula, charge and spin), the calculation gives 0.0 kJ/mol. The HOMO-LUMO gap comes out at 10.043 eV. The LUMO energy is 0.4 eV.

4.
Molecular formula: C32H42AsBr2CuN6O3Si3
Method: DFT, ωB97M-V/def2-TZVPD

Cartesian coordinates (Å):
Cu  -0.358  0.023  -0.014
C  -0.763  0.283  3.256
O  0.183  0.264  2.191
C  1.506  0.169  2.561
C  1.970  0.257  3.860
C  3.343  0.188  4.082
Br  3.977  0.347  5.850
C  4.235  -0.008  3.051
C  3.760  -0.157  1.748
C  2.399  -0.030  1.512
O  1.839  -0.042  0.242
C  4.718  -0.417  0.667
N  5.878  0.160  0.571
C  6.465  -0.402  -0.549
C  7.715  -0.158  -1.115
C  8.069  -0.897  -2.223
C  7.207  -1.866  -2.764
C  5.963  -2.115  -2.222
C  5.608  -1.355  -1.114
N  4.463  -1.327  -0.336
H  -0.655  -0.611  3.873
H  -1.742  0.287  2.782
H  -0.636  1.181  3.863
H  1.304  0.399  4.694
H  5.297  -0.076  3.227
H  2.472  0.313  -0.398
H  8.379  0.577  -0.684
H  9.035  -0.741  -2.682
H  7.533  -2.436  -3.623
H  5.309  -2.871  -2.633
H  3.795  -2.083  -0.268
O  1.325  2.878  -5.363
C  0.993  2.205  -4.259
C  0.789  0.823  -4.226
C  0.453  0.239  -3.025
N  0.309  0.931  -1.889
C  0.509  2.242  -1.948
Br  0.319  3.145  -0.297
C  0.850  2.941  -3.082
H  1.412  2.289  -6.124
H  0.898  0.218  -5.114
H  0.305  -0.829  -2.943
H  1.009  4.008  -3.077
C  -3.782  1.651  3.054
Si  -4.155  1.697  1.220
C  -3.694  3.367  0.521
C  -5.987  1.406  0.992
As  -2.864  0.017  0.044
Si  -3.618  0.102  -2.235
C  -3.036  1.691  -3.035
C  -5.483  0.008  -2.335
C  -2.870  -1.361  -3.131
Si  -3.489  -2.151  0.897
C  -2.413  -2.432  2.399
C  -5.288  -2.122  1.404
C  -3.213  -3.455  -0.411
H  -4.552  2.246  3.548
H  -2.821  2.098  3.295
H  -3.823  0.651  3.485
H  -4.198  4.138  1.107
H  -4.016  3.484  -0.511
H  -2.624  3.555  0.570
H  -6.491  2.174  1.583
H  -6.321  0.440  1.357
H  -6.316  1.517  -0.034
H  -3.186  2.575  -2.421
H  -3.600  1.830  -3.960
H  -1.986  1.637  -3.300
H  -5.955  0.968  -2.143
H  -5.925  -0.736  -1.676
H  -5.729  -0.276  -3.361
H  -1.857  -1.581  -2.805
H  -2.850  -1.139  -4.199
H  -3.464  -2.262  -2.992
H  -2.719  -1.807  3.238
H  -1.357  -2.252  2.201
H  -2.503  -3.476  2.706
H  -5.464  -1.484  2.269
H  -5.566  -3.139  1.687
H  -5.953  -1.813  0.600
H  -2.352  -3.260  -1.047
H  -4.093  -3.567  -1.042
H  -3.042  -4.406  0.097
N  -0.329  -1.844  -0.518
C  0.166  -2.777  -0.017
C  0.747  -3.854  0.574
C  2.161  -3.897  0.532
N  3.307  -3.802  0.486
C  -0.056  -4.830  1.212
N  -0.727  -5.624  1.704

As for the charge: +1. For the relative energy (zero: lowest compared OMol25 entry of this formula, charge and spin), the calculation gives 5.0 kJ/mol. The HOMO-LUMO gap (alpha / beta) comes out at 7.870 / 4.977 eV. The LUMO energy (alpha / beta) is -2.4 / -5.3 eV. As for the expectation value of S²: 0.7559. Its spin multiplicity is 2.

no.,electronic energy (eV)
1,-19572.725
2,-74043.301
3,-110000.072
4,-318142.277